[1]
Computed, not measured: C6H8HgLiO6 as an isolated structure, with ωB97M-V/def2-TZVPD.

Structure (ORCA input):
```
! wB97M-V def2-TZVPD RIJCOSX def2/J DEFGRID3
* xyz 0 2
O -2.20 -1.38 -0.30
C -1.32 -0.48 -0.81
C -2.85 -0.88 0.90
O -0.31 -0.34 0.19
O -2.37 0.94 -0.48
C -3.19 0.58 0.59
H -2.16 -0.95 1.75
H -3.74 -1.50 1.05
H -3.05 1.18 1.51
H -4.24 0.67 0.29
O 1.58 -0.85 -1.05
C 0.93 0.10 -0.25
C 2.10 -1.84 -0.18
O 0.91 1.31 -0.79
O 1.76 0.17 0.93
C 2.54 -1.03 1.05
H 2.92 -2.34 -0.69
H 1.32 -2.57 0.07
H 3.60 -0.76 1.01
H 2.31 -1.53 1.99
Li -0.88 1.75 -1.29
Hg 2.17 2.16 0.39
*
```

## Properties
* Kohn-Sham gap (spin up / spin down): 7.29 / 5.38 eV
* LUMO (spin up / spin down): 0.0006 / -0.0693 Eh
* energy above the lowest of the compared OMol25 structures with the same formula, charge and spin: 80.53 kcal/mol
* ⟨S²⟩: 0.75

---

[2]
Computed, not measured: C6H8IN2O7PtS4Sb as an isolated structure, with ωB97M-V/def2-TZVPD.

Structure (ORCA input):
```
! wB97M-V def2-TZVPD RIJCOSX def2/J DEFGRID3
* xyz -1 2
Pt -0.77 0.57 -0.98
S -4.00 1.91 2.01
Sb -4.17 1.29 -0.14
S -2.52 -0.82 -0.75
S -2.26 2.31 -1.29
O 1.94 -0.48 -2.59
S 1.11 0.79 -2.89
O 1.62 1.38 -4.07
O 1.07 1.62 -1.66
O -0.33 0.30 -3.01
N 0.52 -2.44 -2.18
C 1.31 -1.51 -1.47
O 0.71 -0.84 -0.53
C 2.64 -2.12 -1.02
I 2.37 -3.42 0.63
H -0.41 -2.07 -2.35
H 0.94 -2.69 -3.07
H 3.31 -1.33 -0.70
H 3.10 -2.70 -1.82
O -1.73 -1.17 1.57
C -1.15 -0.13 1.85
C -0.70 0.25 3.24
C -0.22 1.69 3.10
C -0.20 1.94 1.60
O 0.23 2.90 1.04
N -0.82 0.85 0.98
H 0.11 -0.44 3.51
H -1.52 0.10 3.94
H 0.77 1.87 3.51
H -0.92 2.40 3.53
*
```

## Properties
* Kohn-Sham gap (spin up / spin down): 6.84 / 5.89 eV
* LUMO (spin up / spin down): 0.0605 / 0.0269 Eh
* energy above the lowest of the compared OMol25 structures with the same formula, charge and spin: 21.69 kcal/mol
* ⟨S²⟩: 0.76

---

[3]
Computed, not measured: C6H8INO in the gas phase, with ωB97M-V/def2-TZVPD.

Structure (ORCA input):
```
! wB97M-V def2-TZVPD RIJCOSX def2/J DEFGRID3
* xyz 0 1
C 0.12 -3.12 0.04
C -0.56 1.07 -0.79
C 0.12 -1.77 0.47
C -1.75 0.14 -0.90
C 0.48 0.50 0.41
C 1.75 1.27 0.47
N -0.05 -4.21 -0.25
O 0.90 -0.77 0.04
I -3.52 0.92 0.03
H -0.02 1.26 -1.67
H -1.06 2.01 -0.58
H -0.64 -1.58 1.28
H -1.87 -0.82 -1.53
H -0.08 0.54 1.38
H 2.27 1.30 -0.44
H 2.42 0.97 1.22
H 1.50 2.28 0.81
*
```

## Properties
* Kohn-Sham gap (spin up / spin down): 7.77 / 7.88 eV
* LUMO (spin up / spin down): -0.0167 / -0.0171 Eh
* energy above the lowest of the compared OMol25 structures with the same formula, charge and spin: 74.96 kcal/mol

---

[4]
Computed, not measured: C6H8INOS in the gas phase, with ωB97M-V/def2-TZVPD.

Structure (ORCA input):
```
! wB97M-V def2-TZVPD RIJCOSX def2/J DEFGRID3
* xyz 0 1
C 1.15 0.39 -1.85
C 0.90 0.10 -0.36
C 1.62 1.23 0.39
I 2.21 -1.70 0.07
C -0.47 -0.39 0.04
O -1.27 -0.73 -0.89
C -0.87 -0.45 1.34
C -2.16 -0.85 1.38
N -2.76 -0.95 0.23
S -4.04 -1.50 -0.48
H 2.04 0.83 -2.09
H 1.09 -0.63 -2.27
H 0.22 1.02 -2.13
H 1.72 1.03 1.40
H 1.04 2.22 0.54
H 2.65 1.51 0.04
H -0.47 -0.16 2.28
H -2.59 -1.00 2.36
*
```

## Properties
* Kohn-Sham gap: 6.74 eV
* LUMO: -0.0411 Eh
* energy above the lowest of the compared OMol25 structures with the same formula, charge and spin: 54.24 kcal/mol

---

[5]
Computed, not measured: C6H8InO6 as an isolated structure, with ωB97M-V/def2-TZVPD.

Structure (ORCA input):
```
! wB97M-V def2-TZVPD RIJCOSX def2/J DEFGRID3
* xyz 2 2
H -0.81 0.60 0.84
O -2.13 -0.07 -1.71
C -1.65 0.08 -0.56
C -0.30 0.64 -0.28
C 0.85 -0.36 -0.28
C 1.86 -0.18 0.84
O 2.51 1.10 0.69
C 3.47 1.37 1.55
O 3.90 0.63 2.40
O 3.79 2.66 1.43
H -2.37 -0.04 0.29
H -0.10 1.56 -0.83
H 1.36 -0.35 -1.25
H 0.46 -1.38 -0.14
H 2.63 -0.96 0.79
H 1.38 -0.22 1.82
H 4.44 2.89 2.10
O -4.43 -1.09 -0.76
C -4.28 -1.28 -1.91
O -4.65 -2.04 -2.75
In -5.91 -3.57 -2.28
*
```

## Properties
* Kohn-Sham gap (spin up / spin down): 8.83 / 3.46 eV
* LUMO (spin up / spin down): -0.2737 / -0.4707 Eh
* energy above the lowest of the compared OMol25 structures with the same formula, charge and spin: 0.00 kcal/mol
* ⟨S²⟩: 0.76

---

[6]
Computed, not measured: C6H8KO5 as an isolated structure, with ωB97M-V/def2-TZVPD.

Structure (ORCA input):
```
! wB97M-V def2-TZVPD RIJCOSX def2/J DEFGRID3
* xyz 1 1
K -0.92 2.71 -0.29
O 1.23 0.99 0.14
O 1.78 -0.81 -1.04
C 2.52 -2.01 -0.80
C 2.72 -2.02 0.72
O 2.15 -0.78 1.14
C 1.41 -0.24 0.14
H 1.95 -2.87 -1.17
H 3.47 -1.93 -1.35
H 3.77 -2.05 1.02
H 2.17 -2.84 1.20
O -1.75 -0.23 0.15
C -2.93 -1.04 -0.12
C -2.40 -2.46 0.10
O -1.00 -2.21 0.46
C -0.73 -0.96 0.49
H -3.71 -0.75 0.60
H -3.25 -0.84 -1.14
H -2.40 -3.07 -0.80
H -2.86 -2.99 0.93
*
```

## Properties
* Kohn-Sham gap: 9.45 eV
* LUMO: -0.1274 Eh

---

[7]
Computed, not measured: C6H8LaO6 as an isolated structure, with ωB97M-V/def2-TZVPD.

Structure (ORCA input):
```
! wB97M-V def2-TZVPD RIJCOSX def2/J DEFGRID3
* xyz 2 2
O 2.75 -0.05 -0.32
C 3.76 -0.54 0.54
O 4.39 -1.52 0.24
O 3.80 0.24 1.54
C 2.00 -0.93 -1.18
H 2.62 -1.10 -2.07
H 1.83 -1.89 -0.68
C 0.72 -0.24 -1.51
H 0.78 0.57 -2.23
H -0.17 -0.88 -1.57
O -1.57 0.51 1.56
C -1.16 1.15 0.49
C -2.88 -0.05 1.33
O 0.08 1.12 0.16
O -2.06 1.17 -0.48
C -3.28 0.55 -0.02
H -3.54 0.25 2.15
H -2.78 -1.14 1.31
H -4.05 1.33 0.06
H -3.57 -0.20 -0.76
La 2.32 1.65 1.44
*
```

## Properties
* Kohn-Sham gap (spin up / spin down): 5.71 / 8.82 eV
* LUMO (spin up / spin down): -0.3379 / -0.3394 Eh
* energy above the lowest of the compared OMol25 structures with the same formula, charge and spin: 29.19 kcal/mol
* ⟨S²⟩: 0.76

---

[8]
Computed, not measured: C6H8Li2O6 as an isolated structure, with ωB97M-V/def2-TZVPD.

Structure (ORCA input):
```
! wB97M-V def2-TZVPD RIJCOSX def2/J DEFGRID3
* xyz 0 1
Li -1.18 1.33 0.41
O -0.25 -0.63 0.09
O 1.41 0.06 -1.21
C 1.59 1.04 -2.21
C 0.20 1.71 -2.33
O -0.60 0.99 -1.41
C 0.01 -0.36 -1.29
H 2.37 1.74 -1.88
H 1.89 0.58 -3.16
H -0.21 1.60 -3.35
H 0.20 2.77 -2.05
Li 1.78 -0.05 1.01
O -0.32 1.60 2.15
O -1.23 -0.43 2.49
C -1.01 -1.75 2.00
C -1.02 -1.74 0.48
O 0.98 -0.05 2.77
C -0.16 0.42 2.52
H -0.03 -2.12 2.35
H -1.80 -2.39 2.40
H -0.58 -2.67 0.10
H -2.05 -1.66 0.10
*
```

## Properties
* Kohn-Sham gap: 7.13 eV
* LUMO: 0.0010 Eh
* energy above the lowest of the compared OMol25 structures with the same formula, charge and spin: 4.14 kcal/mol

---

| no. | maximum force (hartree/bohr) | electronic energy (Eh) |
| --- | --- | --- |
| 1 | 0.1511 | -845.677167 |
| 2 | 0.0121 | -3119.814634 |
| 3 | 0.0548 | -660.949155 |
| 4 | 0.1071 | -1059.154763 |
| 5 | 0.1408 | -874.211583 |
| 6 | 0.1073 | -1209.309949 |
| 7 | 0.1264 | -715.799951 |
| 8 | 0.0346 | -699.987702 |